1.
Molecular formula: CH15NO5
Method: DFT, ωB97M-V/def2-TZVPD

Computed properties:
SMILES   CN.O.O.O.O.O
Kohn-Sham gap   10.4 eV
Charge   0
ΔE to the lowest compared entry with this formula, charge and spin   140.11 kJ/mol

CARTESIAN COORDINATES (ANGSTROEM)
H (-0.83, 1.76, -0.97)
H (-1.80, 2.76, 1.81)
H (-0.74, -0.52, -1.78)
O (2.58, -1.73, -1.03)
N (-1.01, 1.63, 0.01)
H (-2.25, 0.58, -0.48)
H (-0.13, 1.31, 0.34)
H (1.86, -1.46, -1.66)
O (0.25, -2.79, 3.67)
O (-2.58, -0.18, -1.05)
H (2.00, -0.04, 0.10)
H (-3.41, 0.23, -1.43)
H (-0.01, 0.33, -2.76)
H (2.92, 1.15, 0.36)
H (-0.75, 3.68, 0.77)
O (2.07, 0.90, 0.10)
H (-0.57, -3.38, 3.48)
C (-1.52, 2.89, 0.74)
H (-2.48, 3.14, 0.11)
H (3.09, -2.26, -1.66)
O (0.09, -0.48, -2.21)
H (-0.06, -1.85, 3.46)

2.
Molecular formula: CH15NO6
Method: DFT, ωB97M-V/def2-TZVPD

Computed properties:
SMILES   C=N.O.O.O.O.O.O
Kohn-Sham gap   10.3 eV
Charge   0
ΔE to the lowest compared entry with this formula, charge and spin   333.20 kJ/mol

CARTESIAN COORDINATES (ANGSTROEM)
O (-2.38, -0.18, -2.99)
O (1.69, 1.57, 2.20)
O (0.16, -2.44, -1.66)
H (-3.48, 0.19, 0.26)
O (-1.24, 0.11, 2.34)
C (2.66, -1.23, 1.05)
H (-1.69, 0.60, -3.14)
H (-2.17, 0.90, 0.20)
H (-2.53, -0.21, -2.06)
H (1.61, 2.51, -1.75)
H (-0.58, -3.05, -1.62)
H (-0.57, -0.29, 2.00)
O (-2.75, 0.25, -0.24)
H (-1.48, -0.19, 3.25)
H (1.79, 2.37, 1.60)
H (2.96, -2.36, 0.89)
O (1.12, 2.30, -0.87)
H (-0.05, -1.88, -2.45)
H (0.80, 1.29, 1.86)
H (1.27, -1.21, -0.40)
H (0.96, 1.32, -0.56)
N (1.59, -0.67, 0.51)
H (3.22, -0.80, 1.86)

3.
Molecular formula: CH15O7Pb
Method: DFT, ωB97M-V/def2-TZVPD

Computed properties:
Kohn-Sham gap   7.3 eV
Charge   +1
ΔE to the lowest compared entry with this formula, charge and spin   0.00 kJ/mol

CARTESIAN COORDINATES (ANGSTROEM)
H (-1.08, -2.40, 1.04)
H (2.69, -0.94, -1.93)
O (0.70, -0.72, -1.86)
O (0.73, -0.39, 2.44)
H (-2.31, 1.44, 1.37)
O (-0.29, -2.45, 0.48)
H (0.34, -0.93, 3.18)
H (-0.63, -2.72, -0.39)
O (-0.79, 1.89, -1.41)
H (1.81, -1.24, -0.40)
H (-2.56, 0.01, -1.31)
O (1.75, 1.54, 0.04)
C (1.83, -1.43, -1.46)
H (1.75, -2.48, -1.81)
O (-2.29, -0.51, -0.51)
H (2.02, 2.22, 0.66)
H (2.24, 1.57, -0.79)
H (-0.98, 2.21, 1.84)
H (-0.18, 2.63, -1.45)
H (0.85, 0.48, 2.85)
H (-3.17, -0.69, -0.11)
H (-1.04, 1.59, -2.27)
Pb (-0.02, 0.01, 0.17)
O (-1.38, 1.33, 1.63)

| no. | DFT total energy (Ha) |
| --- | --- |
| 1 | -478.01382 |
| 2 | -553.19383 |
| 3 | -766.32721 |